{"formula": "C4H7ClO", "method": "ωB97M-V with the def2-TZVPD basis set", "orbital_gap_ev": 10.9, "e_homo_ev": -10.0, "fmax_ev_per_a": 2.131, "relative_energy_ev": 0.346, "smiles": "CCC(=O)CCl", "molar_mass_g_mol": 106.6, "elements": ["Cl", "O", "C", "C", "C", "C", "H", "H", "H", "H", "H", "H", "H"], "xyz": [[-2.4488, -0.0907, -0.3176], [0.9527, -2.0729, -0.2162], [0.6981, 1.4435, 0.2673], [0.2233, -1.1099, -0.1763], [-1.1809, -1.2102, 0.4023], [0.5938, 0.2651, -0.7033], [1.2211, 2.2999, -0.2037], [1.2726, 1.1841, 1.1694], [-0.2558, 1.8556, 0.6573], [1.6171, 0.1020, -1.1406], [-1.1083, -0.9202, 1.4641], [-0.0522, 0.4839, -1.5781], [-1.5325, -2.2303, 0.3753]], "atomic_forces_ev_per_a": [[0.822, -0.780, 0.315], [-0.453, 0.447, 0.196], [-0.312, 0.660, 0.715], [-0.484, 0.734, -0.389], [-0.342, 0.359, 0.743], [1.718, -0.265, -1.232], [-0.262, -0.587, 0.108], [0.013, -0.083, -0.352], [0.276, -0.479, -0.478], [-0.831, 0.190, 0.350], [-0.059, -0.029, -0.370], [0.127, -0.014, 0.624], [-0.213, -0.152, -0.231]]}